1.
Here is 3 unconnected molecules or ions with the total composition C3H12N2O2 from the OMol25 dataset. Energies are from ωB97M-V/def2-TZVPD.

XYZ file:
```
19
Properties=species:S:1:pos:R:3:lowdin_charge:R:1
C -0.04170 0.05159 -0.82630 -0.069
C -0.14837 0.66294 0.59806 -0.350
C 0.31868 -0.24287 1.47788 -0.258
N 0.33964 -0.02075 2.87461 -0.024
N -0.65021 1.96791 0.97642 0.101
H -0.58262 0.70057 -1.50874 0.077
H 1.00209 -0.18079 -0.98299 0.066
H -0.39818 -0.92514 -0.86305 0.041
H 0.85302 -1.13230 1.01249 0.125
H -0.50672 -0.55011 3.37607 0.133
H 1.23609 -0.18842 3.30228 0.054
H -0.43826 2.68949 0.37864 0.038
H -0.41237 2.20836 1.92772 0.071
H 2.50377 -1.66250 -4.87218 0.029
H 2.56190 -0.95475 -3.53089 0.032
O 2.38989 -1.81907 -3.93130 -0.064
H -2.79005 0.34964 -0.28220 -0.016
H -2.47299 -0.42807 0.90098 0.050
O -2.76361 -0.52575 -0.02748 -0.033
```

For the molar mass, the calculation gives 108.14 g mol⁻¹. The orbital gap is 8.7 eV. Its largest force on an atom is 3.59 eV/Å. Its total charge is 0. Its HOMO energy is -7.93 eV. The energy relative to the best compared isomer or geometry (same formula, charge and spin) is 2.366 eV.

2.
Here is 2 unconnected molecules or ions with the total composition C21H22ClNO4 from the OMol25 dataset. Energies are from ωB97M-V/def2-TZVPD.

XYZ file:
```
49
Properties=species:S:1:pos:R:3:lowdin_charge:R:1
C 4.85500 2.75106 -2.34083 -0.076
C 4.32534 2.20248 -1.04491 -0.238
O 3.47886 1.09487 -1.38417 -0.024
C 2.86817 0.57994 -0.30354 -0.558
C 2.14401 -0.67369 -0.58395 -0.534
Cl 1.64274 -1.51076 0.73617 0.893
C 2.15078 -1.43737 -1.84414 -0.558
O 1.64662 -2.54879 -1.97149 0.004
O 2.76606 -0.81222 -2.86166 -0.020
C 2.88022 -1.68668 -3.99034 -0.244
C 3.50282 -0.88771 -5.10053 -0.076
O 2.91476 1.10785 0.80143 0.007
H 5.50059 3.60750 -2.13670 0.073
H 5.44195 1.98799 -2.86599 0.078
H 4.03688 3.07715 -2.99110 0.080
H 5.14110 1.83652 -0.41025 0.128
H 3.75967 2.95839 -0.48847 0.121
H 3.51513 -2.53604 -3.71223 0.129
H 1.89444 -2.07026 -4.27606 0.122
H 3.58678 -1.51146 -5.99288 0.073
H 2.89296 -0.01182 -5.34330 0.079
H 4.50701 -0.55368 -4.81377 0.077
C 0.07035 -1.17233 3.34694 -0.086
C -0.71839 -1.34737 2.11812 -0.092
N -1.88428 -0.71234 1.94787 0.058
C -2.96252 -1.20168 1.14898 -0.120
C -3.12963 -2.44616 0.56983 0.010
C -4.33196 -2.68989 -0.11673 -0.055
C -5.32674 -1.69558 -0.21206 -0.063
C -5.16784 -0.46032 0.42795 -0.001
C -3.97664 -0.22216 1.11281 -0.107
C -3.55017 0.86654 1.94677 -0.106
C -2.29363 0.53555 2.51476 -0.100
C -1.66949 1.39593 3.40198 0.008
C -2.31109 2.60974 3.70446 -0.054
C -3.54549 2.94850 3.12659 -0.063
C -4.18914 2.05981 2.26367 -0.002
H 0.72078 -2.04895 3.47632 0.093
H 0.68315 -0.26845 3.25960 0.091
H -0.54726 -1.08753 4.24583 0.101
H -0.57319 -2.18528 1.44269 0.078
H -2.33894 -3.18995 0.66326 0.117
H -4.50698 -3.65528 -0.58076 0.107
H -6.23416 -1.89058 -0.77658 0.105
H -5.93394 0.31780 0.43728 0.117
H -0.71978 1.12161 3.84463 0.095
H -1.84166 3.29280 4.40201 0.107
H -4.00149 3.90708 3.36479 0.108
H -5.17174 2.25522 1.83774 0.117
```

For the molar mass, the calculation gives 387.86 g mol⁻¹. The orbital gap is 4.7 eV. Its largest force on an atom is 3.27 eV/Å. Its total charge is 0. Its HOMO energy is -6.34 eV. The energy relative to the best compared isomer or geometry (same formula, charge and spin) is 3.523 eV.

3.
Here is 2 unconnected molecules or ions with the total composition C5H15NO from the OMol25 dataset. Energies are from ωB97M-V/def2-TZVPD.

XYZ file:
```
22
Properties=species:S:1:pos:R:3:lowdin_charge:R:1
C 0.47192 -0.74925 -0.95417 -0.267
C 0.50906 0.57056 -0.14426 -0.380
C 0.73944 0.30531 1.34644 -0.084
C -0.85572 1.25916 -0.36163 -0.248
C -0.98291 2.66551 0.21811 -0.096
N 1.36728 -1.83317 -0.55488 -0.003
H -0.56585 -1.07522 -1.03794 0.089
H 0.72591 -0.47243 -1.98145 0.117
H 1.35337 1.19040 -0.46373 0.134
H 1.71759 -0.11778 1.55370 0.069
H 0.61694 1.23262 1.91810 0.070
H -0.06715 -0.30404 1.76866 0.091
H -1.56896 0.58212 0.11838 0.111
H -1.05001 1.20190 -1.43325 0.108
H -0.10808 3.24940 -0.08233 0.079
H -1.89569 3.12537 -0.13631 0.067
H -0.97169 2.62084 1.29918 0.060
H 2.31165 -1.52578 -0.76406 0.076
H 1.40404 -1.91836 0.46170 0.058
H -0.30027 -3.31477 -0.08947 -0.002
H -1.65721 -2.99342 -0.57530 0.020
O -1.19366 -3.69898 -0.10550 -0.071
```

For the molar mass, the calculation gives 105.18 g mol⁻¹. The orbital gap is 10.7 eV. Its largest force on an atom is 1.02 eV/Å. Its total charge is 0. Its HOMO energy is -9.85 eV. The energy relative to the best compared isomer or geometry (same formula, charge and spin) is 0.538 eV.

4.
Here is 3 unconnected molecules or ions with the total composition C6H14BrN2O2 from the OMol25 dataset. Energies are from ωB97M-V/def2-TZVPD.

XYZ file:
```
25
Properties=species:S:1:pos:R:3:lowdin_charge:R:1
Br 1.23859 1.15163 2.01573 -0.376
C -1.23135 3.27058 0.31263 -0.036
C -0.74950 2.75537 -1.05531 -0.534
O -1.52643 2.84089 -2.02819 -0.028
N 0.45201 2.12556 -1.09797 0.025
C 0.88773 1.52567 -2.42192 -0.044
H -1.83777 4.14032 0.04702 0.078
H -0.40080 3.46193 0.96954 0.021
H -1.63654 2.51027 0.94213 0.053
H 0.69337 1.70396 -0.27680 -0.100
H 2.02689 1.48313 -2.68372 0.105
H 0.61311 2.25450 -3.19764 0.074
H 0.51817 0.61911 -2.54012 0.008
C 1.57046 -3.15992 2.02728 0.026
C 0.31534 -3.08808 1.23337 -0.557
O -0.24039 -4.11189 0.83503 -0.007
N -0.23798 -1.93773 0.81839 -0.014
C -1.33998 -1.73535 -0.09317 -0.104
H 1.95320 -3.92485 1.47448 0.055
H 1.46015 -3.24242 2.95485 0.005
H 2.31226 -2.38016 1.80316 0.097
H 0.17756 -0.99064 1.19169 0.017
H -2.15875 -2.41703 0.15778 0.069
H -1.09761 -2.15123 -1.06430 0.065
H -1.76175 -0.70364 -0.32392 0.103
```

For the molar mass, the calculation gives 226.09 g mol⁻¹. The orbital gap is 8.4 eV. Its largest force on an atom is 8.21 eV/Å. Its total charge is -1. Its HOMO energy is -4.99 eV. The energy relative to the best compared isomer or geometry (same formula, charge and spin) is 1.993 eV.

5.
Here is 4 unconnected molecules or ions with the total composition C4H13NO3 from the OMol25 dataset. Energies are from ωB97M-V/def2-TZVPD.

XYZ file:
```
21
Properties=species:S:1:pos:R:3:lowdin_charge:R:1
C 0.09799 -1.07790 -0.93422 -0.062
N -0.17253 0.37880 -0.91918 -0.007
C 3.11219 0.11521 1.70245 -0.071
C -1.30949 0.82156 -0.31084 -0.028
C -2.41528 1.00076 -1.05026 -0.218
O -3.57516 1.13665 -0.60482 0.048
H -0.78709 -1.57156 -0.35831 0.112
H 1.17783 -1.41643 -0.66967 0.118
H -0.06957 -1.55985 -1.96589 0.098
H 0.72282 0.81987 -0.91959 0.089
H 4.21075 0.05751 1.83247 0.023
H 2.74085 1.12378 1.92096 0.007
H 2.70742 -0.12465 0.66237 -0.019
H -1.29572 0.82412 0.77882 0.165
H -2.16953 1.07760 -2.14534 0.157
H 2.67322 -0.49007 2.51557 0.009
H 3.41291 0.07597 -1.97806 -0.088
O 2.82779 0.14353 -1.26264 -0.255
H -4.52207 -0.71751 1.76895 0.037
H -3.71297 0.02819 0.59279 -0.009
O -3.65434 -0.64560 1.34446 -0.105
```

For the molar mass, the calculation gives 123.15 g mol⁻¹. The orbital gap is 3.8 eV. Its largest force on an atom is 5.88 eV/Å. Its total charge is 0. Its HOMO energy is -8.59 eV. The energy relative to the best compared isomer or geometry (same formula, charge and spin) is 9.086 eV.

6.
Here is a molecular structure, C3EuO3 from the OMol25 dataset. Energies are from ωB97M-V/def2-TZVPD.

XYZ file:
```
7
Properties=species:S:1:pos:R:3:lowdin_charge:R:1
O -2.38827 -1.42504 -0.67074 0.294
C -3.50959 -1.77743 -0.78252 0.726
O 1.24230 -0.67396 -0.27123 0.304
C -0.01504 -0.86141 -0.34303 0.244
C -1.22192 -0.86545 -0.61584 0.317
O 1.76532 0.40124 0.32085 0.505
Eu 4.12719 5.20204 2.36251 2.610
```

For the molar mass, the calculation gives 235.99 g mol⁻¹. The orbital gap (alpha / beta) is 1.8 / 7.8 eV. Its largest force on an atom is 3.64 eV/Å. Its total charge is +5. As for the expectation value of S²: 12.095. The multiplicity is 7. Its HOMO energy (alpha / beta) is -29.66 / -32.01 eV.

7.
Here is 5 unconnected molecules or ions with the total composition CH13NO4 from the OMol25 dataset. Energies are from ωB97M-V/def2-TZVPD.

XYZ file:
```
19
Properties=species:S:1:pos:R:3:lowdin_charge:R:1
C 2.50665 0.25011 -0.94125 -0.155
N 1.33207 1.09226 -1.33402 -0.075
H 2.23305 -0.38009 -0.10549 0.048
H 3.36260 0.86895 -0.65343 0.071
H 2.75886 -0.35343 -1.81208 0.060
H 1.60668 1.93030 -1.83918 0.052
H 0.83104 0.63737 -2.09320 0.047
H -0.97725 1.93738 -0.39151 0.041
H -1.09377 1.34531 1.02681 0.038
O -1.47629 1.30109 0.14045 -0.065
H -1.69599 -0.43457 -0.72255 -0.010
H -1.25399 -1.25449 -1.81327 0.031
O -2.02608 -1.18673 -1.24532 -0.071
H 0.77761 -0.85221 3.01580 0.050
H -0.36742 -0.49470 2.09127 -0.031
O 0.56412 -0.32535 2.22470 -0.066
H -2.45452 -1.81382 0.82415 0.045
H -2.59528 -0.79048 1.99268 0.046
O -2.03209 -1.47690 1.63545 -0.056
```

For the molar mass, the calculation gives 103.12 g mol⁻¹. The orbital gap is 10.2 eV. Its largest force on an atom is 1.22 eV/Å. Its total charge is 0. Its HOMO energy is -9.60 eV. The energy relative to the best compared isomer or geometry (same formula, charge and spin) is 0.774 eV.

8.
Here is a molecular structure, C5H12CrF5N5O15S3 from the OMol25 dataset. Energies are from ωB97M-V/def2-TZVPD.

XYZ file:
```
46
Properties=species:S:1:pos:R:3:lowdin_charge:R:1
Cr 0.12814 -0.58629 0.30135 0.085
C -0.54771 6.39108 -1.84746 -0.632
F 0.30552 6.30601 -0.77240 0.153
F -1.76964 6.38895 -1.45136 0.237
F -0.37011 7.45072 -2.51895 0.264
S -0.18037 4.82156 -2.96220 0.606
O 1.08488 5.09195 -3.56731 -0.233
O -0.17628 3.68829 -2.01438 -0.176
O -1.24732 4.74627 -3.97825 -0.233
N -0.71150 -3.94277 2.87717 -0.041
S -0.05617 -4.47458 4.13789 0.469
O 0.80000 -5.61680 4.13833 -0.130
O -0.59319 -4.04317 5.43264 -0.125
F 1.13396 -3.35916 3.86785 -0.220
S -1.99483 -5.05595 3.12149 0.584
O -3.00491 -4.60397 4.09113 -0.224
O -1.80938 -6.49468 3.00388 -0.205
F -2.72733 -4.64648 1.77388 -0.163
C 6.75304 -1.16988 -1.56770 0.062
N 5.84916 -2.06374 -0.66836 -0.389
O 4.60530 -1.90179 -0.75513 0.017
O 6.34310 -3.02006 -0.03259 0.029
H 7.17228 -0.55660 -0.77007 0.091
H 6.13006 -0.51200 -2.17367 0.089
H 7.47626 -1.77196 -2.11778 0.093
C -1.72692 -3.44597 -6.49337 0.041
N -0.64606 -3.33210 -5.45948 -0.430
O -0.88755 -2.81253 -4.40954 0.076
O 0.50655 -3.76489 -5.74863 0.019
H -2.27412 -4.37956 -6.36264 0.101
H -1.19599 -3.43859 -7.44530 0.091
H -2.35384 -2.55432 -6.49775 0.096
C 3.91977 4.98538 4.22959 0.052
N 3.55575 3.69432 3.49448 -0.450
O 2.37457 3.44016 3.37905 0.051
O 4.41020 3.05512 2.94634 0.069
H 4.99639 4.94685 4.39546 0.087
H 3.34838 5.04165 5.15611 0.094
H 3.80383 5.86111 3.59103 0.095
C -7.70723 0.09470 1.77016 0.036
N -6.53748 0.48402 0.92007 -0.428
O -5.45228 0.18662 1.34251 0.075
O -6.73330 1.02515 -0.20335 0.026
H -8.39277 0.93162 1.90322 0.098
H -7.42081 -0.36088 2.71806 0.094
H -8.18019 -0.72277 1.22597 0.098
```

For the molar mass, the calculation gives 625.36 g mol⁻¹. The orbital gap (alpha / beta) is 3.7 / 4.7 eV. Its largest force on an atom is 12.49 eV/Å. Its total charge is 0. As for the expectation value of S²: 20.023. The multiplicity is 9. Its HOMO energy (alpha / beta) is -5.84 / -10.79 eV. The energy relative to the best compared isomer or geometry (same formula, charge and spin) is 4.590 eV.